No. 1
{
  "formula": "C11H11ClN2O",
  "method": "ωB97M-V/def2-TZVPD",
  "symbols": ["C", "C", "C", "C", "C", "C", "C", "C", "C", "C", "C", "N", "N", "O", "Cl", "H", "H", "H", "H", "H", "H", "H", "H", "H", "H", "H"],
  "positions_angstrom": [[-3.1994, -1.1803, 0.1700], [-2.5562, -0.8856, 1.3833], [-2.8297, -0.5836, -1.0444], [-1.5220, -0.0047, 1.4450], [-1.7435, 0.3137, -0.9859], [-1.1407, 0.5972, 0.2271], [2.1682, 1.9693, -0.1895], [3.1900, 2.7128, -0.0291], [-0.0626, 1.5446, 0.2904], [1.4402, -0.2088, -0.8368], [1.8943, -1.1020, 0.4608], [1.1853, 1.1645, -0.3088], [3.0272, -0.6926, 1.1075], [-0.1568, 2.6636, 0.7016], [4.4558, -1.0477, 0.1813], [-4.0409, -1.9402, 0.3433], [-3.0154, -1.4969, 2.2543], [-3.1327, -0.6217, -2.0596], [-1.1770, 0.0852, 2.4523], [-1.4674, 0.7519, -1.8131], [3.9620, 2.4155, 0.5508], [3.1989, 3.6859, -0.4761], [2.3371, -0.3164, -1.4415], [0.4814, -0.7386, -1.0964], [1.2050, -1.0107, 1.2842], [2.1570, -2.1469, -0.0573]],
  "mulliken_charge": [-0.30, -0.42, -0.66, -0.53, -0.34, 0.21, 0.75, -1.14, 0.40, -0.66, -0.47, 0.09, -0.47, -0.53, -0.17, 0.24, 0.27, 0.38, 0.46, 0.75, 0.35, 0.26, 0.56, 0.23, 0.30, 0.43],
  "de_lowest_kj_mol": 680.3,
  "homo_lumo_gap_ev": [5.30, 8.11],
  "e_lumo_ev": [-1.03, 0.06],
  "homo_ev": [-6.324, -8.045]
}

=====

No. 2
{
  "formula": "C37H56IN10O8SSbTa",
  "method": "ωB97M-V/def2-TZVPD",
  "symbols": ["Ta", "I", "C", "C", "C", "C", "C", "C", "C", "C", "C", "C", "H", "H", "H", "H", "H", "H", "C", "N", "C", "C", "N", "N", "C", "N", "N", "H", "H", "H", "H", "H", "H", "H", "H", "H", "H", "H", "C", "C", "N", "C", "C", "N", "C", "O", "O", "C", "O", "O", "H", "H", "H", "H", "H", "C", "C", "S", "O", "O", "C", "C", "N", "C", "N", "C", "C", "N", "O", "O", "C", "H", "H", "H", "H", "H", "H", "H", "H", "H", "H", "H", "H", "H", "C", "C", "C", "Sb", "C", "C", "C", "C", "C", "C", "H", "H", "H", "H", "H", "H", "H", "H", "H", "H", "H", "H", "H", "H", "H", "H", "H", "H", "H", "H", "H"],
  "positions_angstrom": [[-0.7285, 0.4122, 0.0503], [0.3523, -2.0018, -1.1291], [-1.4742, -2.5310, -1.9607], [-1.5196, -3.6268, -2.7713], [-2.7784, -4.0765, -3.2255], [-3.9075, -3.4355, -2.8124], [-3.8464, -2.3032, -1.9591], [-5.0394, -1.6870, -1.5183], [-4.9860, -0.6014, -0.6989], [-3.7381, -0.0454, -0.3527], [-2.5183, -0.5819, -0.7420], [-2.5939, -1.7888, -1.5256], [-0.6228, -4.1642, -3.0498], [-2.8333, -4.9365, -3.8779], [-4.8808, -3.7861, -3.1309], [-5.9890, -2.0976, -1.8372], [-5.8963, -0.1465, -0.3316], [-3.7698, 0.8383, 0.2745], [0.0093, 5.7545, 1.8588], [0.5255, 4.4083, 1.5841], [1.8774, 4.0938, 2.0385], [-0.1671, 3.5025, 0.8952], [0.3310, 2.3950, 0.4103], [-1.4991, 3.8069, 0.6698], [-2.3020, 3.1550, -0.2238], [-3.4643, 3.7516, -0.4999], [-1.9403, 2.0294, -0.7830], [-0.6652, 5.7594, 2.7177], [-0.4853, 6.1669, 0.9802], [0.8513, 6.4007, 2.0870], [2.1169, 4.7362, 2.8809], [2.6160, 4.2591, 1.2505], [1.9283, 3.0617, 2.3871], [1.3321, 2.3486, 0.5404], [-1.9214, 4.5132, 1.2508], [-3.6999, 4.6649, -0.1462], [-4.1568, 3.2888, -1.0664], [-2.5912, 1.7353, -1.5005], [-1.1595, -3.8843, 1.2552], [-1.6530, -2.6930, 1.9890], [-1.5107, -1.3934, 1.7214], [-2.2542, -0.7427, 2.6854], [-2.8252, -1.6293, 3.5456], [-2.4271, -2.8436, 3.0861], [-3.7123, -1.5795, 4.7527], [-4.0947, -0.3903, 5.1856], [-4.0181, -2.6157, 5.2666], [-2.2871, 0.7028, 2.6552], [-2.8856, 1.4535, 3.3808], [-1.5097, 1.1579, 1.6566], [-1.6369, -3.9436, 0.2771], [-1.4149, -4.7866, 1.8074], [-0.0804, -3.8504, 1.1351], [-2.7081, -3.7105, 3.5310], [-3.7701, 0.3377, 4.6213], [3.0208, -6.1089, 4.2770], [3.0112, -5.6043, 2.8404], [2.5315, -3.9108, 2.6763], [2.3559, -3.6030, 1.2679], [1.4297, -3.6073, 3.5681], [3.9490, -2.9766, 3.2120], [3.5869, -1.5287, 3.5112], [2.8977, -0.8615, 2.3800], [1.5969, -0.4949, 2.3981], [1.2265, 0.0064, 1.2014], [2.3644, -0.0235, 0.4163], [3.3794, -0.5408, 1.1356], [4.7546, -0.6380, 0.7004], [5.5720, -1.0470, 1.4958], [4.9640, -0.2738, -0.4352], [0.8208, -0.4707, 3.6609], [3.1953, -7.1829, 4.2651], [2.0698, -5.9171, 4.7688], [3.8189, -5.6537, 4.8627], [2.2933, -6.1345, 2.2110], [3.9897, -5.6785, 2.3616], [4.6769, -3.0528, 2.4084], [4.3710, -3.4291, 4.1104], [4.4916, -0.9759, 3.7528], [2.8991, -1.4714, 4.3476], [2.4115, 0.3521, -0.5871], [1.3713, 0.1041, 4.4082], [0.6540, -1.4767, 4.0443], [-0.1266, 0.0206, 3.4995], [3.1790, 2.4811, -3.7171], [2.6825, 1.4221, -2.7310], [3.1732, 0.0350, -3.1461], [0.5168, 1.4458, -2.5059], [-0.1418, 0.2790, -4.1955], [0.4056, 0.8162, -5.5163], [-1.6637, 0.1541, -4.2566], [0.1406, 3.4677, -3.1526], [-1.2686, 3.7641, -3.6504], [0.6052, 4.5197, -2.1507], [4.2628, 2.3842, -3.8082], [2.9758, 3.4995, -3.3904], [2.7641, 2.3496, -4.7151], [3.0917, 1.6858, -1.7511], [2.8493, -0.2031, -4.1594], [2.8337, -0.7709, -2.4935], [4.2633, 0.0150, -3.1372], [0.2909, -0.7064, -4.0016], [0.0678, 1.8350, -5.7142], [0.0373, 0.1955, -6.3359], [1.4923, 0.7988, -5.5666], [-2.1256, 1.0772, -4.6079], [-2.1141, -0.1094, -3.3011], [-1.9395, -0.6246, -4.9709], [0.8109, 3.4852, -4.0142], [-1.9974, 3.7655, -2.8404], [-1.6038, 3.0713, -4.4197], [-1.2852, 4.7623, -4.0935], [-0.1041, 4.6124, -1.3287], [0.6538, 5.4935, -2.6427], [1.5927, 4.3169, -1.7305]],
  "mulliken_charge": [0.32, 0.54, 1.00, -0.94, -1.06, -0.86, 1.27, -1.10, -1.44, 0.14, 0.72, -0.13, 0.61, 0.44, 0.48, 0.49, 0.54, 0.53, -1.14, 0.49, -0.98, -1.19, 1.16, 0.27, -0.77, -0.17, 0.22, 0.33, 0.39, 0.44, 0.47, 0.29, 0.24, -0.15, 0.38, 0.22, 0.26, 0.41, -1.14, -0.18, 0.83, -1.46, 0.65, 0.00, 0.65, -0.51, -0.53, 0.62, -0.78, 0.43, 0.13, 0.59, -0.10, 0.34, 0.39, -1.09, -0.71, 1.43, -0.73, -0.74, -1.00, -1.13, 0.26, 0.06, 1.45, -0.50, 0.04, 1.05, -0.62, -0.57, -1.63, 0.41, 0.31, 0.32, 0.44, 0.41, 0.54, 0.63, 0.42, 0.53, -0.29, 0.68, 0.32, -0.11, -1.42, 0.29, -1.33, -1.23, 0.45, -1.40, -1.43, 0.88, -1.19, -1.46, 0.51, 0.36, 0.22, 0.78, 0.34, 0.12, 0.53, 0.56, 0.22, 0.55, 0.30, 0.33, 0.25, 0.50, 0.67, 0.05, 0.30, 0.48, 0.16, 0.54, 0.22],
  "homo_lumo_gap_ev": 6.43,
  "charge": 3,
  "e_lumo_ev": -9.00,
  "homo_ev": -15.427
}

=====

No. 3
{
  "formula": "H6O2S",
  "method": "ωB97M-V/def2-TZVPD",
  "symbols": ["S", "H", "H", "H", "H", "O", "H", "H", "O"],
  "positions_angstrom": [[-0.5566, 0.3232, 1.4565], [-1.0570, -0.4957, -0.2848], [-0.9249, 1.3251, 2.3236], [-0.4686, 1.4156, -0.5070], [0.3248, 1.2895, -2.0199], [-0.1183, 1.8597, -1.3480], [0.6360, -2.6434, -0.0306], [0.9971, -1.2644, 0.6041], [1.1675, -1.8096, -0.1938]],
  "mulliken_charge": [-0.47, 0.24, 0.18, 0.28, 0.33, -0.60, 0.34, 0.34, -0.65],
  "de_lowest_kj_mol": 381.2,
  "homo_lumo_gap_ev": 7.67,
  "e_lumo_ev": -2.56,
  "homo_ev": -10.222
}

=====

Number 1: strongest force on any atom 0.1177 hartree/bohr. Number 2: strongest force on any atom 0.0263 hartree/bohr. Number 3: strongest force on any atom 0.0682 hartree/bohr.